(1)
C46H106N7O6S | the ωB97M-V functional and the def2-TZVPD basis

```
166
Properties=species:S:1:pos:R:3:mulliken_charge:R:1
S 5.71 2.17 -4.90 1.314
O 5.33 3.36 -4.22 -0.207
O 6.80 1.43 -4.27 0.138
O 4.65 1.20 -5.08 -0.515
O 6.09 2.60 -6.20 -1.059
C 7.56 3.00 -8.14 -0.088
C 7.75 4.11 -7.13 0.014
O 8.79 4.67 -6.93 -0.219
N 6.66 4.36 -6.10 0.718
H 6.14 3.53 -5.91 -1.201
H 7.11 4.80 -5.31 0.155
C 5.63 5.42 -6.58 -1.671
H 8.22 3.05 -9.01 0.634
H 6.58 3.15 -8.59 0.288
H 7.55 2.03 -7.65 -0.194
H 6.26 6.27 -6.84 0.699
H 5.07 5.65 -5.68 0.571
H 5.09 5.06 -7.46 -0.040
C 5.67 -0.01 -8.63 -1.479
C 5.20 -0.06 -7.20 1.214
O 4.08 -0.40 -6.75 -0.018
N 6.20 0.49 -6.18 1.250
H 6.84 1.15 -6.59 -2.549
H 5.72 1.10 -5.53 -1.683
C 7.04 -0.55 -5.39 -0.738
H 5.86 -0.99 -9.08 0.458
H 6.46 0.73 -8.72 0.200
H 5.01 0.33 -9.42 0.364
H 6.53 -0.78 -4.46 0.498
H 8.00 -0.06 -5.19 -0.804
H 7.46 -1.39 -5.95 0.645
C 1.82 4.47 -2.94 -0.515
C 2.46 4.60 -4.45 -0.422
C 2.90 3.24 -4.96 0.874
N 3.09 3.10 -6.51 0.967
C 4.21 3.99 -7.09 -0.329
C 3.25 1.63 -6.95 0.173
C 2.03 1.24 -7.72 -1.003
C 1.71 2.50 -8.37 -0.991
C 1.81 3.50 -7.29 -0.411
H 2.53 3.93 -2.32 0.390
H 0.82 4.03 -2.97 0.336
H 1.68 5.47 -2.54 0.625
H 3.32 5.26 -4.55 -0.113
H 1.69 5.13 -5.01 0.797
H 2.16 2.48 -4.72 -0.571
H 3.87 2.96 -4.54 1.490
H 3.90 4.95 -6.67 -0.198
H 4.22 4.11 -8.18 0.619
H 5.12 3.54 -6.71 -0.053
H 4.17 1.72 -7.53 -0.104
H 3.44 0.95 -6.12 -1.171
H 2.31 0.38 -8.34 0.503
H 1.20 0.85 -7.13 -0.124
H 2.35 2.64 -9.24 0.307
H 0.68 2.64 -8.71 0.624
H 1.73 4.51 -7.69 0.476
H 0.96 3.34 -6.63 0.503
C 3.19 7.24 -3.54 -1.351
C 4.12 6.52 -2.64 -0.955
C 5.00 5.46 -3.30 0.139
N 5.72 4.45 -2.38 1.021
C 4.58 3.42 -2.05 -1.344
C 6.29 5.07 -1.14 -0.822
C 7.48 4.20 -0.73 -0.091
C 8.09 3.76 -1.97 0.000
C 6.93 3.66 -2.93 0.508
H 2.71 6.48 -4.16 0.461
H 3.79 7.95 -4.11 0.513
H 2.39 7.83 -3.11 0.365
H 3.64 6.11 -1.76 0.613
H 4.68 7.34 -2.19 0.515
H 5.82 5.95 -3.83 1.403
H 4.57 4.79 -4.03 -2.335
H 3.86 3.88 -1.38 1.148
H 5.04 2.61 -1.48 -0.109
H 4.19 3.06 -3.00 -0.179
H 5.53 5.08 -0.35 0.315
H 6.49 6.11 -1.43 0.657
H 7.28 3.31 -0.13 -0.101
H 8.25 4.62 -0.08 0.588
H 8.57 2.79 -1.95 -0.270
H 8.78 4.47 -2.42 0.589
H 6.74 2.63 -3.24 -0.530
H 7.21 4.14 -3.87 0.068
C 13.02 0.40 -2.93 -1.416
C 11.80 0.35 -3.85 -0.374
C 10.57 1.28 -3.32 -0.969
N 9.56 1.70 -4.39 1.293
C 8.80 0.54 -4.99 0.245
C 10.29 2.56 -5.44 -0.632
C 9.35 3.67 -5.75 0.322
C 8.15 3.52 -4.88 0.108
C 8.56 2.68 -3.77 0.512
H 13.35 1.42 -2.74 0.370
H 13.96 -0.07 -3.19 0.408
H 12.73 -0.02 -1.96 0.375
H 11.49 -0.65 -4.15 0.442
H 12.24 0.80 -4.74 0.297
H 10.95 2.13 -2.76 0.520
H 9.92 0.69 -2.67 0.272
H 8.18 0.79 -5.85 0.955
H 8.14 -0.01 -4.31 0.735
H 9.54 -0.20 -5.29 0.719
H 10.49 2.01 -6.35 0.418
H 11.17 3.03 -5.00 0.438
H 9.05 3.43 -6.77 -0.680
H 9.60 4.73 -5.77 0.375
H 7.24 3.11 -5.34 0.250
H 7.71 4.39 -4.40 0.368
H 7.76 2.17 -3.23 -2.090
H 9.13 3.24 -3.03 0.226
C -1.35 1.69 -4.91 -1.675
C -0.07 0.90 -5.15 0.948
C 0.32 0.00 -3.95 -0.682
N 1.55 -0.82 -4.38 0.575
C 1.11 -1.97 -5.35 -0.727
C 2.83 -0.05 -4.96 0.665
C 4.02 -1.01 -4.72 0.330
C 3.69 -1.70 -3.36 0.073
C 2.20 -1.47 -3.19 -1.471
H -1.65 2.36 -5.72 0.429
H -1.40 2.26 -3.99 0.365
H -2.14 0.94 -4.81 0.456
H 0.72 1.61 -5.41 -0.806
H -0.25 0.31 -6.05 0.298
H -0.48 -0.66 -3.62 0.687
H 0.54 0.58 -3.06 0.387
H 0.38 -2.64 -4.88 0.387
H 1.94 -2.61 -5.65 0.374
H 0.61 -1.58 -6.23 0.367
H 2.61 0.19 -6.00 0.787
H 2.98 0.88 -4.41 -1.011
H 4.21 -1.72 -5.53 0.935
H 4.94 -0.44 -4.60 -0.280
H 3.92 -2.76 -3.50 0.363
H 4.32 -1.24 -2.60 0.241
H 1.74 -2.38 -2.79 0.604
H 2.10 -0.80 -2.33 0.439
C 2.76 1.96 -2.95 -2.217
C 4.21 1.42 -3.02 0.688
C 4.60 0.70 -1.74 -2.116
N 6.10 0.20 -1.86 0.741
C 6.34 -0.74 -3.07 -1.058
C 6.39 -0.54 -0.48 -0.768
C 7.85 -0.22 -0.16 -1.215
C 8.09 1.16 -0.69 -0.857
C 7.18 1.31 -1.96 0.808
H 2.05 1.22 -2.56 0.072
H 2.34 2.40 -3.86 -0.452
H 2.63 2.76 -2.22 0.142
H 4.86 2.21 -3.37 -0.054
H 4.18 0.78 -3.90 1.532
H 4.00 -0.15 -1.42 0.379
H 4.66 1.43 -0.93 1.093
H 7.31 -1.21 -2.92 1.238
H 6.23 -0.17 -3.99 -1.735
H 5.60 -1.53 -2.99 0.630
H 6.25 -1.62 -0.48 0.302
H 5.73 -0.07 0.26 0.513
H 8.55 -0.96 -0.55 0.415
H 8.14 -0.29 0.89 0.527
H 9.11 1.42 -0.95 0.619
H 7.73 1.74 0.16 0.485
H 7.70 1.23 -2.91 -0.770
H 6.67 2.27 -2.02 -0.675
```

frontier orbital gap: 7.85 eV
charge: +5
DFT total energy: -82835.164 eV
relative energy (zero: lowest compared OMol25 entry of this formula, charge and spin): 8463.73 kJ/mol
LUMO: -0.465 Ha
HOMO: -0.7533 hartree

---

(2)
C7H10IN4O | the ωB97M-V functional and the def2-TZVPD basis

```
23
Properties=species:S:1:pos:R:3:mulliken_charge:R:1
C -3.67 -0.89 0.05 0.112
C -2.67 0.12 0.02 -0.597
C -1.39 -0.41 -0.07 0.760
C -2.25 -2.73 -0.03 0.304
C 0.90 -0.02 -0.25 0.106
C 3.27 0.24 -0.04 -0.998
C 1.79 2.26 -0.08 -0.998
N -3.47 -2.13 0.01 -0.530
N -1.18 -1.77 -0.01 -0.042
N 1.92 0.78 -0.08 0.014
N -0.31 0.39 -0.19 0.137
O -1.98 -3.86 0.04 -0.473
I -2.92 2.16 0.30 0.148
H -4.67 -0.59 0.26 0.460
H 1.23 -1.02 0.04 0.212
H 3.52 0.11 1.03 0.446
H 3.32 -0.73 -0.29 0.430
H 4.06 0.94 -0.39 0.293
H 2.75 2.78 -0.08 0.348
H 1.23 2.58 -0.97 0.383
H 1.28 2.56 0.82 0.393
H -0.26 -2.09 0.25 0.097
H -0.49 1.32 -0.34 -0.005
```

frontier orbital gap: 7.45 eV
SMILES: CN(C)/C=[NH+]/c1[nH]c(=O)ncc1I
charge: +1
DFT total energy: -23521.672 eV
relative energy (zero: lowest compared OMol25 entry of this formula, charge and spin): 0.00 kJ/mol
LUMO: -0.173 Ha
HOMO: -0.4465 hartree